No. 1
50
Properties=species:S:1:pos:R:3 method="wB97M-V/def2-TZVPD" total_charge=0 orbital_gap_ev=8.05 smiles="CC(=O)N1CC(n2ncc3c(C(=O)NC[C@H]4C(=O)C=C(C)NC4=O)cc(Br)cc32)C1" e_lumo_ev=-0.41 multiplicity=1
C -1.424 6.246 4.507
C -2.470 5.476 3.857
O -3.546 5.391 4.370
N -2.268 4.823 2.684
C -1.191 5.092 1.660
C -2.202 4.492 0.584
N -1.576 3.376 -0.225
N -1.674 3.329 -1.552
C -1.076 2.199 -1.914
C -0.548 1.570 -0.756
C 0.271 0.402 -0.715
C 0.626 -0.340 -1.861
O 0.837 0.201 -2.931
N 0.565 -1.681 -1.720
C 1.374 -2.499 -2.617
C 2.359 -3.413 -1.865
C 1.732 -4.182 -0.734
O 1.840 -3.571 0.318
C 1.508 -5.644 -0.720
C 1.706 -6.360 -1.844
C 1.202 -7.798 -1.891
N 2.274 -5.723 -2.934
C 2.812 -4.462 -2.876
O 3.731 -4.292 -3.675
C 0.647 -0.139 0.564
C 0.135 0.505 1.698
Br 0.717 -0.058 3.381
C -0.665 1.685 1.573
C -0.924 2.252 0.358
C -3.137 4.078 1.765
H -0.970 7.151 4.017
H -0.664 5.490 4.596
H -1.680 6.537 5.510
H -0.908 6.167 1.481
H -0.252 4.551 1.786
H -2.698 5.283 -0.017
H -1.079 1.882 -2.930
H 0.415 -2.018 -0.750
H 1.969 -1.920 -3.313
H 0.729 -3.065 -3.193
H 3.276 -2.939 -1.467
H 1.054 -5.926 0.217
H 0.365 -7.907 -2.560
H 0.932 -8.139 -0.866
H 2.045 -8.524 -2.073
H 2.646 -6.202 -3.714
H 1.448 -0.980 0.678
H -0.918 2.110 2.506
H -4.157 4.435 1.634
H -3.188 3.061 1.968

***

No. 2
75
Properties=species:S:1:pos:R:3 method="wB97M-V/def2-TZVPD" total_charge=0 orbital_gap_ev="7.04 / 7.36" e_lumo_ev="0.00 / -0.33" e_above_lowest_kj_mol=5.30 multiplicity=6
Ru 0.239 0.748 -0.005
I 5.224 -2.959 4.397
C 3.739 -1.720 3.613
C 2.430 -1.844 4.056
C 1.450 -1.028 3.518
I -0.527 -1.262 4.133
C 1.729 -0.064 2.530
O 0.797 0.700 2.018
C 3.072 0.031 2.104
C 3.385 0.985 0.991
N 2.730 0.509 -0.238
C 3.090 1.246 -1.443
C 2.218 0.789 -2.583
C 2.724 0.447 -3.825
C 1.844 0.033 -4.814
C 0.491 -0.024 -4.530
C 0.066 0.328 -3.259
N 0.912 0.721 -2.307
C 4.056 -0.788 2.638
H 2.170 -2.574 4.809
H 4.470 1.074 0.861
H 2.983 1.976 1.218
H 2.965 -0.473 -0.360
H 4.148 1.141 -1.709
H 2.900 2.307 -1.257
H 3.789 0.499 -4.007
H 2.215 -0.247 -5.792
H -0.230 -0.341 -5.270
H -0.984 0.294 -2.993
H 5.076 -0.697 2.284
O -3.328 -0.088 -2.004
S -2.603 -0.052 -0.757
O -1.553 -1.048 -0.565
N -1.822 1.298 -0.495
C -2.284 2.583 -0.677
C -3.567 2.963 -0.990
C -3.899 4.327 -1.127
C -2.969 5.310 -0.953
C -1.637 4.957 -0.629
C -0.616 5.911 -0.422
C 0.643 5.499 -0.098
C 0.893 4.118 0.011
N -0.020 3.200 -0.185
C -1.289 3.598 -0.494
C -3.777 -0.229 0.547
C -3.365 0.017 1.851
C -4.280 -0.125 2.880
C -5.587 -0.509 2.602
C -5.985 -0.751 1.295
C -5.078 -0.610 0.255
H -4.326 2.207 -1.142
H -4.919 4.590 -1.374
H -3.230 6.355 -1.059
H -0.850 6.965 -0.518
H 1.444 6.204 0.077
H 1.883 3.768 0.283
H -2.343 0.311 2.055
H -3.973 0.065 3.900
H -6.299 -0.617 3.410
H -7.004 -1.049 1.085
H -5.362 -0.785 -0.774
C 1.321 -2.562 -0.195
C 1.299 -3.962 -0.118
C 1.701 -4.626 1.067
C 1.684 -6.002 1.145
C 1.266 -6.764 0.056
C 0.861 -6.131 -1.119
C 0.876 -4.756 -1.210
H 1.586 -1.982 0.681
H 0.990 -2.051 -1.090
H 2.022 -4.030 1.914
H 1.994 -6.492 2.059
H 1.252 -7.844 0.122
H 0.530 -6.723 -1.962
H 0.551 -4.262 -2.118

***

No. 3
20
Properties=species:S:1:pos:R:3 method="wB97M-V/def2-TZVPD" total_charge=0 orbital_gap_ev=9.09 smiles="C=C(N)CCC.O" e_lumo_ev=0.62 e_above_lowest_kj_mol=161.91 multiplicity=1
C 1.306 1.122 -0.618
C 0.805 -0.053 -0.987
N 1.543 -1.255 -0.849
C -0.683 -0.299 -1.111
C -1.502 0.148 0.109
C -2.735 0.985 -0.353
H 0.708 2.009 -0.452
H 2.385 1.256 -0.524
H 1.115 -1.870 -0.174
H 2.485 -1.073 -0.528
H -1.016 0.243 -1.998
H -0.935 -1.339 -1.331
H -1.905 -0.727 0.637
H -1.008 0.712 0.894
H -2.308 1.938 -0.713
H -3.136 0.511 -1.249
H -3.472 1.323 0.372
O 2.653 -1.511 3.164
H 2.551 -1.373 2.219
H 3.151 -0.746 3.491

***

No. 4
27
Properties=species:S:1:pos:R:3 method="wB97M-V/def2-TZVPD" total_charge=0 orbital_gap_ev=9.92 smiles=O.O.O.O.O.O.O.O.O e_lumo_ev=0.07 e_above_lowest_kj_mol=186.02 multiplicity=1
O 2.515 -0.629 2.333
H 1.741 -0.436 2.873
H 2.361 -0.132 1.502
O 0.286 2.841 -2.149
H -0.326 3.523 -1.849
H -0.275 2.084 -2.388
O -0.311 0.183 -3.224
H 0.549 0.149 -3.664
H -0.932 -0.212 -3.848
O -1.186 -2.209 1.475
H -0.940 -1.535 0.808
H -1.547 -2.948 0.981
O 1.778 1.850 0.887
H 1.994 2.580 0.291
H 0.972 2.136 1.364
O -2.558 -1.818 -1.403
H -3.522 -1.841 -1.374
H -2.284 -2.621 -0.953
O 1.638 -3.188 1.018
H 2.183 -2.449 1.335
H 0.803 -2.757 0.787
O 0.090 -0.108 -0.344
H -0.269 0.152 -1.208
H 0.562 0.693 -0.035
O -0.774 2.124 2.088
H -0.876 2.597 2.924
H -1.672 1.969 1.772

***

No. 5
31
Properties=species:S:1:pos:R:3 method="wB97M-V/def2-TZVPD" total_charge=0 orbital_gap_ev=9.07 smiles="CCCOC(=O)CCNc1n[nH]c(=O)[nH]c1=O" e_lumo_ev=0.60 e_above_lowest_kj_mol=14.69 multiplicity=1
C 3.908 1.086 2.561
C 4.288 0.635 1.156
C 3.132 0.793 0.179
O 2.080 -0.104 0.550
C 1.268 -0.532 -0.412
O 1.357 -0.215 -1.570
C 0.218 -1.471 0.147
C -0.677 -2.029 -0.965
N -1.414 -0.998 -1.646
C -2.502 -0.421 -1.101
N -3.065 -0.900 -0.036
N -4.210 -0.312 0.398
C -4.842 0.755 -0.157
O -5.863 1.234 0.274
N -4.189 1.258 -1.280
C -3.035 0.762 -1.831
O -2.505 1.253 -2.802
H 3.054 0.516 2.918
H 3.645 2.141 2.564
H 4.738 0.935 3.246
H 4.591 -0.413 1.175
H 5.128 1.226 0.787
H 2.737 1.814 0.205
H 3.440 0.565 -0.847
H -0.389 -0.921 0.868
H 0.719 -2.279 0.681
H -0.066 -2.546 -1.706
H -1.401 -2.722 -0.530
H -0.913 -0.435 -2.322
H -4.616 -0.739 1.220
H -4.618 2.063 -1.723

***

No. 6
79
Properties=species:S:1:pos:R:3 method="wB97M-V/def2-TZVPD" total_charge=+1 orbital_gap_ev=6.81 e_lumo_ev=-3.76 e_above_lowest_kj_mol=9.97 multiplicity=1
Zr -1.360 -0.351 -0.459
Br -0.204 -3.248 -7.354
C -0.396 -2.847 -5.520
C 0.520 -3.355 -4.599
C 0.386 -3.075 -3.255
C -0.650 -2.259 -2.799
O -0.756 -1.980 -1.503
C -1.576 -1.739 -3.733
C -2.736 -0.977 -3.338
N -2.905 -0.417 -2.194
C -4.153 0.128 -1.815
C -4.995 0.874 -2.590
C -6.214 1.336 -2.049
C -6.569 1.049 -0.762
C -5.701 0.300 0.068
C -5.979 -0.038 1.413
C -5.064 -0.750 2.135
C -3.837 -1.092 1.541
N -3.547 -0.805 0.288
C -4.480 -0.141 -0.463
C -1.443 -2.068 -5.091
H 1.332 -3.981 -4.944
H 1.082 -3.478 -2.530
H -3.549 -0.937 -4.066
H -4.729 1.122 -3.610
H -6.872 1.927 -2.671
H -7.508 1.402 -0.358
H -6.915 0.275 1.858
H -5.245 -1.027 3.163
H -3.066 -1.593 2.114
H -2.166 -1.696 -5.805
Cl -1.504 4.004 4.876
C -1.297 2.605 3.900
C -0.692 1.466 4.429
Cl -0.135 1.455 6.055
C -0.513 0.333 3.628
Cl 0.269 -1.078 4.222
C -0.963 0.345 2.320
O -0.779 -0.676 1.448
C -1.553 1.498 1.774
O -1.877 1.430 0.478
C -1.724 2.623 2.568
Cl -2.438 4.019 1.863
Cl 3.284 3.934 4.419
C 3.346 2.828 3.094
C 2.181 2.221 2.654
C 2.243 1.329 1.598
C 3.444 1.034 0.963
C 3.495 0.074 -0.205
C 3.403 0.796 -1.555
N 2.048 1.291 -1.750
C 1.496 2.473 -1.291
C 0.154 2.327 -1.386
N -0.142 1.064 -1.897
C 1.044 0.490 -2.103
O 2.434 -0.863 -0.184
C 2.451 -1.773 0.934
C 3.814 -2.311 1.227
C 4.504 -3.153 0.406
Cl 3.933 -3.805 -1.078
S 6.081 -3.499 0.974
C 5.831 -2.523 2.357
C 4.599 -1.951 2.361
C 4.594 1.672 1.425
Cl 6.125 1.373 0.656
C 4.562 2.563 2.485
H 1.241 2.445 3.141
H 1.339 0.842 1.256
H 4.453 -0.450 -0.191
H 3.633 0.104 -2.364
H 4.106 1.626 -1.591
H 2.106 3.281 -0.930
H -0.632 3.007 -1.111
H 1.196 -0.507 -2.482
H 1.764 -2.569 0.646
H 2.050 -1.277 1.820
H 6.610 -2.429 3.095
H 4.243 -1.293 3.143
H 5.469 3.040 2.827

***

No. 7
11
Properties=species:S:1:pos:R:3 method="wB97M-V/def2-TZVPD" total_charge=+1 orbital_gap_ev="7.60 / 7.58" e_lumo_ev="-3.49 / -4.65" multiplicity=2
O -0.807 1.135 -1.715
C -1.472 0.267 -1.218
C 0.595 -0.559 0.563
O -0.695 -0.525 0.345
O -2.358 -0.519 -1.444
C 1.365 0.309 1.241
K 1.256 2.712 -1.174
F 1.173 -1.573 -0.103
H 2.432 0.115 1.346
H 0.881 1.100 1.814
Mg -2.370 -2.462 0.343

***

No. 8
146
Properties=species:S:1:pos:R:3 method="wB97M-V/def2-TZVPD" total_charge=+1 orbital_gap_ev=3.76 e_lumo_ev=-4.91 multiplicity=1
C 10.718 -1.166 9.662
C 10.975 -2.291 8.671
C 9.994 -2.285 7.509
C 10.080 -3.585 6.654
C 11.141 -3.416 5.560
C 8.715 -3.951 6.139
C 8.425 -3.821 4.795
C 7.164 -4.140 4.281
C 7.002 -4.022 2.772
C 8.290 -4.397 2.092
O 8.989 -3.664 1.528
Br 8.710 -6.286 2.253
C 6.164 -4.550 5.170
S 4.543 -4.830 4.410
O 4.301 -3.830 3.422
O 4.536 -6.187 3.971
C 3.029 -4.579 5.487
F 2.048 -4.670 4.584
F 2.838 -5.576 6.347
C 2.947 -3.181 6.183
F 2.566 -3.404 7.454
F 4.184 -2.640 6.239
C 1.935 -2.154 5.606
F 2.069 -1.086 6.428
F 0.694 -2.607 5.747
C 2.197 -1.581 4.178
F 1.786 -2.361 3.201
F 3.484 -1.305 4.021
F 1.513 -0.441 4.109
N 6.469 -4.730 6.489
C 5.472 -5.312 7.396
C 5.369 -6.828 7.155
N 6.352 -7.609 7.130
C 7.693 -4.444 6.980
C 7.980 -4.661 8.445
O 7.406 -3.670 9.297
O 6.690 -2.732 8.479
H 10.708 -0.203 9.164
H 9.789 -1.322 10.204
H 11.513 -1.158 10.400
H 10.948 -3.250 9.189
H 11.982 -2.172 8.276
H 8.980 -2.098 7.845
H 10.257 -1.448 6.866
H 10.474 -4.337 7.330
H 12.128 -3.518 5.990
H 11.079 -2.425 5.116
H 11.026 -4.126 4.748
H 9.177 -3.464 4.114
H 6.297 -4.773 2.443
H 6.699 -3.031 2.458
H 5.775 -5.200 8.425
H 4.524 -4.809 7.354
H 4.394 -7.276 7.032
H 7.246 -7.128 7.249
H 9.037 -4.764 8.635
H 7.527 -5.602 8.751
H 6.395 -2.087 9.137
C -1.407 -3.525 3.248
C -2.308 -3.978 2.110
N -3.375 -3.040 1.825
C -4.399 -3.580 0.947
C -4.004 -3.939 -0.491
C -2.957 -1.677 1.551
C -1.982 -1.445 0.389
H -1.980 -3.313 4.151
H -0.688 -4.314 3.479
H -0.836 -2.634 2.983
H -2.766 -4.928 2.396
H -1.682 -4.189 1.227
H -5.235 -2.877 0.921
H -4.796 -4.480 1.426
H -3.875 -3.054 -1.113
H -4.795 -4.536 -0.949
H -3.086 -4.527 -0.532
H -2.503 -1.273 2.460
H -3.852 -1.071 1.396
H -1.162 -2.166 0.388
H -1.539 -0.450 0.472
H -2.478 -1.491 -0.579
C -3.450 1.761 -5.126
C -2.658 0.793 -4.261
N -1.817 -0.103 -5.031
C -1.284 -1.204 -4.252
C -0.310 -0.881 -3.111
C -0.890 0.537 -5.948
C 0.124 1.534 -5.369
H -4.037 1.227 -5.873
H -4.137 2.335 -4.502
H -2.805 2.477 -5.638
H -3.369 0.181 -3.699
H -2.089 1.371 -3.515
H -0.808 -1.913 -4.935
H -2.137 -1.744 -3.827
H 0.678 -0.611 -3.481
H -0.184 -1.763 -2.480
H -0.675 -0.074 -2.474
H -1.476 1.055 -6.712
H -0.356 -0.245 -6.492
H -0.335 2.221 -4.657
H 0.545 2.136 -6.177
H 0.956 1.034 -4.876
C -3.671 7.428 -7.966
C -4.068 5.974 -7.756
N -5.484 5.737 -7.954
C -5.921 4.435 -7.485
C -5.368 3.186 -8.181
C -6.027 6.162 -9.232
C -5.414 5.571 -10.509
H -4.269 8.089 -7.337
H -2.622 7.564 -7.702
H -3.787 7.740 -9.004
H -3.827 5.703 -6.724
H -3.437 5.339 -8.399
H -7.013 4.405 -7.517
H -5.663 4.371 -6.421
H -5.822 3.028 -9.158
H -5.597 2.305 -7.578
H -4.285 3.227 -8.302
H -5.943 7.251 -9.287
H -7.102 5.968 -9.225
H -4.324 5.562 -10.476
H -5.709 6.176 -11.369
H -5.760 4.556 -10.700
C -7.803 7.853 -6.339
C -8.751 7.916 -5.151
N -9.538 6.708 -4.988
C -10.631 6.852 -4.044
C -10.287 7.113 -2.571
C -8.779 5.474 -4.902
C -7.730 5.346 -3.788
H -8.343 7.618 -7.258
H -7.315 8.820 -6.471
H -7.016 7.111 -6.205
H -9.445 8.746 -5.306
H -8.168 8.164 -4.249
H -11.261 5.961 -4.108
H -11.260 7.675 -4.397
H -9.916 6.219 -2.074
H -11.186 7.426 -2.037
H -9.547 7.906 -2.457
H -8.273 5.324 -5.858
H -9.486 4.644 -4.827
H -7.119 6.245 -3.694
H -7.055 4.517 -4.016
H -8.180 5.134 -2.820